Record 1
The following is a quantum chemistry calculation of a molecular structure, C12H14BN9Ti at a distorted geometry, from OMol25.

## Properties
⟨S²⟩	2.025
multiplicity	3
net charge	+2
orbital gap (alpha / beta)	5.83 / 4.67	eV
molecular weight	343.0	u

Geometry as XYZ:
```
37
Properties=species:S:1:pos:R:3:forces:R:3:mulliken_charge:R:1
C 2.78159 -0.50075 0.66356 -0.4503 0.2567 -1.9904 -0.05
N 1.52355 -0.44198 0.15616 0.0263 0.5096 0.5569 0.16
N 1.62677 0.02140 -1.14660 -0.2669 -0.3606 0.3553 -0.23
C 2.93844 0.06471 -1.48285 -0.2308 0.2346 0.3094 -0.06
C 3.70047 -0.22789 -0.36294 0.1974 -0.1372 0.4964 -1.08
B 0.39548 0.32557 -2.09306 0.9644 -0.4866 -0.4671 0.47
N -0.55710 -0.88120 -1.78760 0.3543 -0.4381 -0.0518 -0.43
N -0.87913 -1.37785 -0.52648 -0.8148 0.1295 -0.1893 0.59
C -1.69292 -2.44315 -0.74532 0.7574 0.0000 -0.7899 -0.06
C -1.74341 -2.74354 -2.10105 -0.2219 -0.3297 -0.1104 -1.10
C -0.98861 -1.76060 -2.73426 -0.3509 0.2902 1.0503 -0.09
Ti -0.05143 -1.39683 1.48140 6.8757 7.9826 -4.6602 0.46
N -0.30257 1.81825 -2.03259 0.0412 0.7495 -1.0331 0.32
N -0.89019 2.10319 -0.84415 -0.1449 -0.7453 1.4877 -0.47
C -1.38416 3.30610 -0.86307 -0.7606 0.8148 1.3188 -0.05
C -1.19148 3.87764 -2.12440 -1.0151 1.1258 1.7055 -0.62
C -0.49538 2.90152 -2.84519 1.7837 -3.7843 -0.1703 -0.09
H -1.85608 3.68654 0.06920 0.3325 -0.0861 -1.1522 0.46
H -0.12953 2.90139 -3.85367 0.0583 0.0850 -0.2745 0.51
H -1.52967 4.85516 -2.39820 0.0534 0.2426 -0.5081 0.45
H 0.79634 0.28008 -3.23245 -0.2016 -0.2146 0.3024 -0.09
H -0.73064 -1.67951 -3.79385 -0.1888 0.3191 0.5622 0.45
H 3.25353 0.27908 -2.50672 -0.1991 0.1116 0.5182 0.45
H -2.25705 -3.58089 -2.57110 0.1940 0.3612 0.1968 0.40
H 4.78317 -0.24977 -0.28105 -0.3503 0.0365 -0.1011 0.40
H -2.15261 -2.96287 0.07759 -0.0355 -0.1579 -0.0505 0.39
H 2.93587 -0.68189 1.70709 0.1682 -0.2674 0.3015 0.45
H -1.92066 -0.57015 1.56469 0.5656 0.4865 -0.7306 0.52
C -1.81580 -1.45629 2.19678 -3.6253 -2.9714 2.8941 -0.96
H -2.68081 -2.09408 1.97847 0.1358 0.1847 0.2494 0.40
H -0.76780 -2.53957 2.22985 -3.4084 -1.0775 1.6871 0.40
H -1.86000 -1.12918 3.24755 0.1017 -0.3230 -0.2720 0.39
N 0.34982 0.24154 2.73559 -0.3079 -2.1112 -1.4264 -0.59
C 0.65335 0.60507 3.84067 0.9673 -0.0795 3.4019 0.69
N 1.07087 0.93220 4.99245 -0.8416 -0.3090 -3.3592 -0.49
C 0.68643 0.45843 6.17461 -0.1779 -0.0353 -0.0483 0.41
N 0.38131 0.06011 7.21095 0.0156 -0.0055 -0.0084 -0.33
```
Forces are in eV/Å.

=====

Record 2
The following is a quantum chemistry calculation of a molecular structure, C12H14Br31N4 at a distorted geometry, from OMol25.

## Properties
net charge	+1
orbital gap	7.64	eV
molecular weight	2691.3	u

Geometry as XYZ:
```
61
Properties=species:S:1:pos:R:3:forces:R:3:mulliken_charge:R:1
N -3.84138 -4.76975 -1.96933 0.7761 0.1225 -0.1746 0.27
C -3.16470 -3.75801 -2.57226 -0.3372 0.3932 -1.1613 -0.09
N -3.85835 -2.89448 -3.48652 6.9457 -0.3610 0.1910 -0.22
C -2.75368 -2.04456 -3.89133 -1.2985 -3.1273 1.0562 0.02
Br -3.12598 -0.65462 -5.20754 1.0190 -1.5798 1.7619 0.04
N -1.56575 -2.41911 -3.22390 -0.9185 2.0802 -2.2305 0.13
N -1.77020 -3.49072 -2.40837 -4.2292 -0.0651 -1.1256 0.27
H -4.32660 -5.41231 -2.62199 0.0392 0.6983 0.9516 -0.10
H -3.83559 -4.90862 -0.94961 0.1380 -0.1717 -0.9291 0.01
H -0.65122 -1.95671 -3.36192 -0.6978 -0.4734 0.4292 0.18
H -1.08414 -3.99740 -1.82288 -0.2895 0.8181 -0.5802 0.11
C 2.55156 -2.75465 -1.37724 0.3993 -0.0750 -0.1846 -0.37
Br 4.25672 -3.03142 -0.50434 -0.4676 0.1310 -0.1467 0.00
Br 1.06782 -3.01665 -0.15403 0.0233 -0.0228 -0.1635 -0.06
Br 2.46190 -1.02231 -2.24110 -0.1038 -0.3401 0.1610 0.04
H 2.46496 -3.51012 -2.15498 0.0100 0.1574 0.2062 0.38
C 5.22321 2.23278 -0.57740 0.0282 0.0022 -0.0204 -0.38
Br 3.34749 2.37586 -1.04530 0.4043 -0.0715 0.2246 0.12
Br 5.46862 1.87866 1.31365 -0.0538 -0.0014 -0.2809 0.04
Br 6.14233 0.92993 -1.68009 -0.1998 0.1940 0.2265 -0.04
H 5.67678 3.20017 -0.78200 -0.1203 -0.2097 0.0410 0.33
C 2.61357 0.49057 3.78155 0.0806 0.1578 0.0487 -0.21
Br 2.24368 -0.81564 2.39801 0.0472 0.2135 0.2382 0.10
Br 1.00207 1.02778 4.71517 0.2838 -0.1292 -0.1635 -0.02
Br 3.98491 -0.12263 5.00440 -0.2854 -0.0198 -0.2401 0.00
H 3.00397 1.37656 3.28471 -0.0880 -0.2015 0.0707 0.15
C -5.00349 -0.12073 -0.42264 0.1499 0.2885 0.5356 -0.44
Br -6.49870 0.61138 -1.41258 0.4066 -0.1949 0.1120 -0.02
Br -3.90428 -1.27307 -1.53530 -1.3823 1.7320 1.7938 0.34
Br -3.95184 1.26744 0.42924 -0.2669 -0.3851 -0.1787 0.05
H -5.41838 -0.74057 0.36948 0.0954 0.0896 -0.2228 0.35
C 6.35357 3.10274 6.93276 0.0579 -0.0086 0.2588 -0.32
Br 5.36923 3.43254 5.29449 0.1789 0.0753 0.1319 0.02
Br 7.72445 1.75449 6.68914 -0.2792 0.2572 -0.0326 -0.05
Br 7.07242 4.73936 7.67824 0.2953 -0.5917 -0.3026 -0.03
H 5.64374 2.70789 7.65625 0.1352 0.0873 -0.1916 0.38
C 3.19323 6.42075 6.58806 0.0335 -0.0110 -0.0133 0.18
Br 1.32461 6.10346 6.99674 0.3101 0.0739 -0.0615 -0.01
Br 3.42790 7.96514 5.44039 -0.0540 -0.2651 0.2326 -0.01
Br 4.27073 6.54690 8.19414 -0.6458 0.2275 -0.2481 -0.01
H 3.54923 5.55528 6.03384 -0.0668 0.1998 0.1410 -0.14
C -1.47981 4.50121 0.33766 -0.0199 0.1840 0.0991 -0.46
Br -3.35367 4.66642 -0.12922 0.4124 0.1123 0.0729 -0.02
Br -1.23599 4.11919 2.22192 -0.0591 -0.0145 -0.3867 0.02
Br -0.56800 3.20304 -0.77971 -0.1470 0.1294 0.1477 0.05
H -1.01876 5.46752 0.14602 -0.0751 -0.2409 0.0213 0.39
C 3.46336 6.11768 -3.43007 0.0115 0.0837 -0.0510 -0.36
Br 4.45222 4.90351 -4.57282 -0.1657 0.1626 0.2651 -0.02
Br 1.94089 5.24683 -2.60450 0.1287 0.2733 -0.1939 0.00
Br 4.60874 6.96157 -2.11365 -0.2052 -0.2289 -0.2099 -0.01
H 3.07259 6.90809 -4.06661 0.0971 -0.1855 0.1487 0.36
C -6.12146 -6.99157 0.47545 -0.1814 -0.1349 -0.0641 -0.33
Br -7.63430 -6.26577 -0.49240 0.3620 -0.0892 0.1242 0.01
Br -5.02523 -8.12928 -0.64805 -0.1588 0.2791 0.1449 -0.01
Br -5.07509 -5.59671 1.32365 -0.0980 -0.1514 -0.0972 -0.02
H -6.52164 -7.61783 1.26978 0.1252 0.1610 -0.1467 0.37
C -4.89525 -5.76885 -6.15153 0.0492 0.0845 -0.1534 -0.39
Br -3.06170 -6.39190 -6.06394 -0.3031 0.1611 0.0741 -0.02
Br -5.82072 -6.02355 -4.46590 0.0197 -0.0280 -0.3018 0.04
Br -5.00446 -3.93321 -6.76309 0.0345 -0.3668 0.1478 0.02
H -5.40617 -6.38199 -6.89061 0.0998 0.1155 0.1986 0.39
```
Forces are in eV/Å.

=====

Record 3
The following is a quantum chemistry calculation of 3 unconnected molecules or ions with the total composition C12H14BrO8PS, from OMol25.

## Properties
SMILES	O=C1OC(=O)C(P(O)Br)=C1S.O=C1CCCO1.O=C1CCCO1
orbital gap	7.88	eV
molecular weight	429.2	u

Geometry as XYZ:
```
37
Properties=species:S:1:pos:R:3:forces:R:3:mulliken_charge:R:1
O 8.88575 -0.38654 2.11405 -0.2217 0.0475 -0.0542 -0.49
C 7.74632 -0.12929 1.89305 0.0685 -0.1012 -0.0796 0.39
O 6.93590 -0.88752 1.08567 0.2542 0.0228 -0.0354 -0.30
C 5.69094 -0.27303 0.98959 -0.2295 0.2523 0.1788 0.58
O 4.83211 -0.69671 0.29655 0.0176 -0.2560 -0.0397 -0.43
C 5.69565 0.94415 1.86205 0.4205 0.0024 0.1931 0.10
P 4.34601 2.13999 2.21745 -0.0610 0.1230 0.0246 0.23
O 3.38008 1.13050 3.09893 0.3453 -0.0860 0.0801 -0.49
Br 3.25439 2.16801 0.30079 0.1249 -0.0291 0.1689 -0.07
C 6.92863 1.02900 2.39605 -0.0979 0.0360 -0.3750 0.22
S 7.60537 2.18275 3.50468 -0.2824 0.2286 0.0543 -0.25
H 3.94222 0.51178 3.59080 -0.3757 0.0027 -0.0429 0.34
H 8.79287 2.26845 2.89327 0.1342 -0.2489 0.0414 0.18
O 0.83252 1.85996 -1.35208 -0.2105 0.0344 -0.1302 -0.63
C 0.17351 0.87658 -1.16670 0.2572 -0.0329 -0.0337 0.54
C 0.11999 -0.37926 -2.01522 -0.3707 -0.0577 0.0498 -0.40
C -1.14699 -1.07035 -1.51255 0.0998 0.0302 -0.0674 -0.35
C -1.21896 -0.58232 -0.07075 -0.0584 -0.0514 -0.0659 -0.22
O -0.63334 0.73820 -0.09589 -0.0972 -0.0336 0.0405 -0.37
H 1.01854 -0.96424 -1.81100 0.0436 0.0302 -0.0299 0.21
H 0.08831 -0.12194 -3.07018 0.1643 0.0216 -0.0069 0.33
H -1.13056 -2.15469 -1.59232 0.0187 -0.0062 0.0483 0.37
H -2.01242 -0.70642 -2.07016 -0.0163 -0.0183 0.0157 0.15
H -0.63055 -1.20609 0.60474 0.0298 0.0176 -0.0034 0.23
H -2.23572 -0.51633 0.30303 0.1807 0.1216 0.0869 0.12
O -4.14018 -1.53081 0.55982 -0.1749 -0.0960 -0.0535 -0.62
C -4.93099 -1.11400 -0.23696 0.1360 0.1215 0.1040 0.58
C -5.74105 0.16542 -0.16390 -0.3048 -0.1623 -0.1584 -0.47
C -6.81535 -0.05642 -1.22778 0.0493 0.0336 0.0831 -0.48
C -6.09692 -0.97930 -2.20547 -0.0828 0.0671 -0.0386 -0.41
O -5.19541 -1.75684 -1.39643 -0.0331 -0.0266 -0.0493 -0.35
H -5.08159 1.00023 -0.40894 0.0256 0.0110 0.0553 0.24
H -6.14055 0.30318 0.83644 0.1387 0.0648 0.0564 0.35
H -7.18068 0.85583 -1.69389 0.0525 0.0051 -0.0332 0.33
H -7.66729 -0.57574 -0.78760 -0.0097 -0.0061 -0.0172 0.26
H -5.50703 -0.42689 -2.93995 0.0066 0.0178 0.0115 0.26
H -6.76352 -1.65932 -2.72918 0.0587 -0.0796 0.0221 0.31
```
Forces are in eV/Å.

=====

Record 4
The following is a quantum chemistry calculation of a molecular structure, C12H14Cl5INOPdSi at a distorted geometry, from OMol25.

## Properties
energy above the lowest of the compared OMol25 structures with the same formula, charge and spin	1.0143	eV
net charge	-1
orbital gap	6.44	eV
molecular weight	626.9	u

Geometry as XYZ:
```
36
Properties=species:S:1:pos:R:3:forces:R:3:mulliken_charge:R:1
Pd -0.51035 0.54626 0.37461 0.3177 -1.4324 -2.3715 -0.08
Cl 3.16738 0.30248 0.00375 0.2690 -0.1431 -0.0133 -0.22
C 2.42128 1.85223 -0.20644 -0.4123 0.0856 -0.2483 1.21
C 1.03995 1.89447 -0.32643 0.0041 -0.5026 0.7877 -1.45
C 0.46680 3.15960 -0.38962 0.4198 -0.4461 -0.1147 1.30
Cl -1.27076 3.18595 -0.43205 -0.1406 0.1843 0.1526 -0.17
C 1.20581 4.33254 -0.35730 -0.0293 -0.0003 -0.0046 -0.45
Cl 0.42967 5.87407 -0.35754 -0.0650 0.0558 -0.0523 -0.20
C 2.59472 4.24804 -0.28935 0.0147 -0.0417 -0.0100 0.67
Cl 3.54853 5.68547 -0.25472 0.0381 0.0825 -0.0277 -0.22
C 3.20952 2.99956 -0.22743 -0.0349 -0.0372 0.0468 -0.35
Cl 4.93273 2.89640 -0.14105 0.0722 0.0035 0.0167 -0.20
C -3.55441 1.26654 1.47825 -0.0564 -0.1506 -0.3861 -0.87
Si -3.71814 0.43213 -0.27596 -0.4260 0.1511 0.4929 0.76
C -4.78194 1.65767 -1.28646 0.0362 -0.2051 0.0713 -1.16
C -4.84491 -1.08597 0.00688 0.0531 0.2560 -0.1439 -1.05
O -2.32615 0.10426 -0.96418 0.0863 -0.1810 0.5638 -0.82
H -3.96912 2.27751 1.49005 -0.0513 0.0317 -0.0181 0.30
H -2.50446 1.35745 1.76048 0.0683 0.0100 0.1089 0.10
H -4.04879 0.69166 2.26564 -0.0625 -0.0627 -0.0255 0.34
H -5.51270 2.17821 -0.66250 -0.0431 -0.0210 0.0567 0.36
H -5.33554 1.12936 -2.06640 0.0096 -0.0037 -0.0848 0.29
H -4.16159 2.41171 -1.77394 0.0800 0.0106 0.0020 0.22
H -5.83446 -0.78193 0.36049 -0.0414 0.0421 0.0236 0.28
H -4.43291 -1.79010 0.73042 0.1079 0.0052 0.0250 0.21
H -4.98066 -1.61742 -0.93810 0.0022 -0.0449 -0.0318 0.27
I -1.20105 -2.24695 1.63750 0.1279 -0.0618 -0.2545 -0.09
C 0.14169 -1.47594 0.13991 -0.4751 1.7462 0.5435 -0.89
H -0.16643 -1.89384 -0.81164 -0.0846 0.1726 -0.0252 0.42
H 1.13531 -1.77272 0.45316 0.0555 0.1921 -0.0528 0.40
C -0.38041 0.02355 4.75478 -0.1316 -0.0730 0.1576 -0.90
C 0.04593 0.59068 3.49205 0.0674 0.1396 -0.2626 0.39
N 0.34326 1.05113 2.48046 0.2048 0.2673 1.0498 -0.21
H -1.06157 0.72327 5.23878 0.0074 -0.0584 0.0491 0.27
H 0.47489 -0.15926 5.40353 0.0004 0.0164 -0.0205 0.31
H -0.89985 -0.91628 4.56725 0.0117 0.0131 -0.0001 0.20
```
Forces are in eV/Å.